(1)
Formula: CH3N3O3
Source: the OMol25 dataset
Level of theory: ωB97M-V with the def2-TZVPD basis set

The calculation puts the orbital gap at 0.4133 Ha. The relative energy (zero: lowest compared OMol25 entry of this formula, charge and spin) comes out at 1.337 eV.

```
10
CH3N3O3 ωB97M-V with the def2-TZVPD basis set
H -0.703 0.486 -1.984
N -1.117 -0.403 -1.675
N -1.389 -0.270 -0.492
O -1.349 0.702 0.248
O -1.808 -1.442 0.108
H -1.739 -2.117 -0.576
N 2.102 0.071 -0.815
C 2.932 -0.193 0.039
O 3.652 -0.529 0.910
H 1.994 1.081 -1.207
```

***

(2)
Formula: CH3N3O6P2
Source: the OMol25 dataset
Level of theory: ωB97M-V with the def2-TZVPD basis set

The calculation puts the orbital gap at 0.2740 Ha. The relative energy (zero: lowest compared OMol25 entry of this formula, charge and spin) comes out at 3.488 eV. The total charge is -2.

```
15
CH3N3O6P2 ωB97M-V with the def2-TZVPD basis set
C 0.413 -1.011 0.416
N 1.324 -1.875 0.755
N 0.635 0.269 0.970
N -0.628 -1.265 -0.351
O 2.116 2.422 -1.386
O -0.999 1.415 -0.726
O -2.837 -0.430 -1.441
O 1.027 -3.176 0.263
O -0.074 2.775 1.278
O -2.391 0.102 1.050
P 0.019 1.645 0.352
P -1.910 -0.263 -0.308
H 1.484 0.353 1.504
H 1.625 2.082 -2.139
H 0.195 -3.045 -0.237
```

***

(3)
Formula: CH3N3OS
Source: the OMol25 dataset
Level of theory: ωB97M-V with the def2-TZVPD basis set

The calculation puts the orbital gap at 0.3533 Ha. The relative energy (zero: lowest compared OMol25 entry of this formula, charge and spin) comes out at 0.453 eV.

```
9
CH3N3OS ωB97M-V with the def2-TZVPD basis set
O 1.918 -0.316 -1.062
C 1.612 -0.115 0.087
N 0.420 0.476 0.314
S -0.612 0.660 -1.059
H 2.136 -0.308 1.075
H -0.135 0.700 1.150
H 0.412 0.666 -1.876
N -2.874 -1.242 1.105
N -2.877 -0.521 0.265
```

***

(4)
Formula: CH3N3OS
Source: the OMol25 dataset
Level of theory: ωB97M-V with the def2-TZVPD basis set

The calculation puts the orbital gap (alpha / beta) at 0.2885 / 0.2270 Ha. The relative energy (zero: lowest compared OMol25 entry of this formula, charge and spin) comes out at 7.680 eV.

```
9
CH3N3OS ωB97M-V with the def2-TZVPD basis set
C -1.040 -0.199 -0.401
N -0.057 1.444 0.765
N 0.772 -0.915 1.683
N -0.592 1.061 -0.275
O 1.781 -0.699 -0.622
S 1.945 -1.034 0.785
H -0.882 -0.690 0.592
H -1.301 -0.649 -1.327
H -0.625 1.680 -1.202
```

***

(5)
Formula: CH3N4
Source: the OMol25 dataset
Level of theory: ωB97M-V with the def2-TZVPD basis set

The calculation puts the orbital gap at 0.4282 Ha. The relative energy (zero: lowest compared OMol25 entry of this formula, charge and spin) comes out at 4.495 eV. The total charge is +1.

```
8
CH3N4 ωB97M-V with the def2-TZVPD basis set
C -2.172 -0.047 -0.214
N 1.329 0.041 0.097
N 1.907 -0.942 0.074
N -1.130 -0.367 0.117
N 0.946 1.095 -0.082
H 1.695 -1.923 0.185
H -3.162 0.203 -0.496
H 0.587 1.940 0.319
```

***

(6)
Formula: CH3N4
Source: the OMol25 dataset
Level of theory: ωB97M-V with the def2-TZVPD basis set

The calculation puts the orbital gap (alpha / beta) at 0.2895 / 0.2701 Ha. The spin multiplicity is 3. The relative energy (zero: lowest compared OMol25 entry of this formula, charge and spin) comes out at 2.399 eV. As for the expectation value of S²: 2.012. The total charge is +1.

```
8
CH3N4 ωB97M-V with the def2-TZVPD basis set
C 0.054 -0.453 0.175
N -1.081 -0.971 0.062
N -1.792 0.122 -0.238
N -0.975 1.017 0.123
N 1.303 -0.508 -0.050
H -1.225 2.025 -0.071
H 1.707 -1.424 -0.079
H 2.009 0.192 0.077
```

***

(7)
Formula: CH3N4O
Source: the OMol25 dataset
Level of theory: ωB97M-V with the def2-TZVPD basis set

The calculation puts the orbital gap at 0.2925 Ha. The relative energy (zero: lowest compared OMol25 entry of this formula, charge and spin) comes out at 4.178 eV. The total charge is +1.

```
9
CH3N4O ωB97M-V with the def2-TZVPD basis set
C -0.278 0.122 0.834
N -0.763 -0.027 -1.528
N -0.518 0.024 -0.303
N 1.756 -0.023 -1.711
N 0.060 0.049 2.076
O 0.935 -0.018 -2.438
H -1.660 0.066 -1.981
H 0.450 -0.947 2.380
H 0.017 0.754 2.672
```

***

(8)
Formula: CH3N4S
Source: the OMol25 dataset
Level of theory: ωB97M-V with the def2-TZVPD basis set

The calculation puts the orbital gap (alpha / beta) at 0.2625 / 0.2625 Ha. The relative energy (zero: lowest compared OMol25 entry of this formula, charge and spin) comes out at 4.468 eV. The total charge is -1.

```
9
CH3N4S ωB97M-V with the def2-TZVPD basis set
C -0.688 -0.251 -0.765
N 1.192 0.370 0.432
N -1.227 -0.434 0.497
N 0.818 -0.202 -0.774
N 0.234 0.567 1.223
S 0.240 1.138 2.692
H -0.954 -1.041 -1.412
H -0.946 0.820 -1.086
H 1.331 -0.966 -0.806
```

***

(9)
Formula: CH3N4Si
Source: the OMol25 dataset
Level of theory: ωB97M-V with the def2-TZVPD basis set

The calculation puts the orbital gap at 0.3279 Ha. The relative energy (zero: lowest compared OMol25 entry of this formula, charge and spin) comes out at 1.149 eV. The total charge is -1.

```
9
CH3N4Si ωB97M-V with the def2-TZVPD basis set
C -0.433 -1.174 0.678
N 1.898 0.123 0.226
N 1.001 0.835 -0.029
N -0.138 -2.130 1.219
N 2.658 -0.598 0.676
Si -0.789 0.523 -0.361
H -1.215 1.774 0.221
H -2.355 0.042 -0.777
H -0.627 0.605 -1.853
```

***

(10)
Formula: CH3N4Si
Source: the OMol25 dataset
Level of theory: ωB97M-V with the def2-TZVPD basis set

The calculation puts the orbital gap at 0.2876 Ha. The relative energy (zero: lowest compared OMol25 entry of this formula, charge and spin) comes out at 1.383 eV. The total charge is -1.

```
9
CH3N4Si ωB97M-V with the def2-TZVPD basis set
C 2.558 -0.254 -0.417
N 2.541 1.032 -0.021
N 1.350 -0.731 -0.552
N 1.257 1.287 0.094
N 0.552 0.266 -0.204
Si -1.802 0.754 -0.590
H 3.552 -0.806 -0.574
H -2.159 0.801 0.868
H -2.515 -0.552 -0.869
```

***

(11)
Formula: CH3N4Si
Source: the OMol25 dataset
Level of theory: ωB97M-V with the def2-TZVPD basis set

The calculation puts the orbital gap at 0.3133 Ha. The relative energy (zero: lowest compared OMol25 entry of this formula, charge and spin) comes out at 1.786 eV. The total charge is -1.

```
9
CH3N4Si ωB97M-V with the def2-TZVPD basis set
C 1.524 -0.964 1.190
N -1.720 2.053 -2.013
N 2.429 -1.278 1.844
N -0.108 0.921 -0.903
N -1.049 1.380 -1.393
Si -0.054 -0.402 0.227
H 0.399 -1.396 -0.894
H -1.404 -0.800 0.356
H -0.017 0.485 1.585
```

***

(12)
Formula: CH3N5
Source: the OMol25 dataset
Level of theory: ωB97M-V with the def2-TZVPD basis set

The calculation puts the orbital gap at 0.3508 Ha. The relative energy (zero: lowest compared OMol25 entry of this formula, charge and spin) comes out at 2.183 eV.

```
9
CH3N5 ωB97M-V with the def2-TZVPD basis set
N 0.897 -1.423 -0.268
C 0.245 -0.343 -0.070
N -0.738 0.053 0.744
N -1.129 1.329 0.418
N -0.459 1.709 -0.517
N 0.575 0.643 -0.819
H 0.481 -1.933 0.516
H -1.428 -0.743 1.112
H 1.556 0.708 -1.115
```

***

Question: Which value of relative energy (zero: lowest compared OMol25 entry of this formula, charge and spin) does entry 2 give?
Answer: 3.488 eV

***

Question: Among the records above, which one has the highest relative energy (zero: lowest compared OMol25 entry of this formula, charge and spin)?
Answer: number 4

***

Question: Which of these has the highest relative energy (zero: lowest compared OMol25 entry of this formula, charge and spin)?
Answer: number 4

***

Question: relative energy (zero: lowest compared OMol25 entry of this formula, charge and spin) of number 5 (CH3N4)?
Answer: 4.495 eV